P:
Entry from the Open Molecules 2025 dataset: an isolated ion of composition C3H4N3 and charge +1 (ωB97M-V/def2-TZVPD).

Last column: natural (NBO) charge in e.
CARTESIAN COORDINATES (ANGSTROEM)
C: 0.091 0.758 -0.153  0.36
C: 0.888 1.864 -0.374  -0.11
C: -0.974 -1.272 0.456  -0.41
N: 1.967 1.327 -0.604  0.03
N: 1.384 -0.851 -0.331  0.21
N: 0.223 -0.553 -0.087  -0.18
H: 0.272 2.783 -0.525  0.31
H: -1.726 -0.570 1.004  0.27
H: -0.720 -1.978 1.130  0.26
H: -1.405 -1.508 -0.516  0.26

Output
- E_LUMO (spin up / spin down): -0.2777 / -0.2645 hartree
- Charge: +1
- Kohn-Sham gap (spin up / spin down): 7.4759 / 7.9723 eV


Q:
Entry from the Open Molecules 2025 dataset: an isolated ion of composition C3H4N3 and charge +1 (ωB97M-V/def2-TZVPD).

Last column: natural (NBO) charge in e.
CARTESIAN COORDINATES (ANGSTROEM)
C: 0.762 -0.159 -0.961  0.22
C: -0.785 0.351 1.302  0.45
C: 0.938 1.105 -0.325  -0.32
N: -0.082 1.023 0.673  -0.21
N: 0.010 -1.044 -0.694  0.02
N: -0.698 -1.848 -0.066  -0.46
H: -1.500 -0.291 1.634  0.29
H: 2.103 1.352 -0.009  0.33
H: 0.673 1.844 -0.953  0.27
H: -1.421 -2.333 -0.601  0.40

Output
- E_LUMO: -0.1944 hartree
- Charge: +1
- Kohn-Sham gap: 8.9113 eV


R:
Entry from the Open Molecules 2025 dataset: C3H4N3 as an isolated structure (ωB97M-V/def2-TZVPD).

Last column: natural (NBO) charge in e.
CARTESIAN COORDINATES (ANGSTROEM)
C: 0.804 1.674 -0.857  0.71
C: 0.131 -0.072 -0.168  0.41
C: -0.508 -1.191 0.562  -0.71
N: 0.829 -0.093 -1.281  -0.07
N: 1.362 1.092 -1.790  -0.16
N: 0.027 1.222 0.196  -0.57
H: -0.027 -1.172 1.616  0.28
H: -0.433 -2.159 -0.034  0.30
H: -1.603 -1.154 0.884  0.30
H: -0.582 1.853 0.872  0.52

Output
- E_LUMO (spin up / spin down): -0.2987 / -0.2985 hartree
- Charge: +1
- Kohn-Sham gap (spin up / spin down): 8.4061 / 8.4097 eV


S:
Entry from the Open Molecules 2025 dataset: C3H4N3 as an isolated structure (ωB97M-V/def2-TZVPD).

Last column: natural (NBO) charge in e.
CARTESIAN COORDINATES (ANGSTROEM)
C: -0.620 -0.377 -0.990  0.50
C: 0.319 0.588 0.982  0.30
C: 0.568 -1.157 -0.901  -0.25
N: 0.785 -0.345 0.288  -0.30
N: -1.340 0.502 -0.567  -0.14
N: -0.906 1.183 0.530  -0.40
H: 0.800 0.739 1.903  0.28
H: 0.344 -2.102 -0.448  0.28
H: 1.413 -1.105 -1.504  0.29
H: -1.364 2.074 0.706  0.46

Output
- E_LUMO: -0.2076 hartree
- Charge: +1
- Kohn-Sham gap: 9.8627 eV


According to the calculations, the structures order from most to least stable as S, Q, R, P.


P:
Entry from the Open Molecules 2025 dataset: an isolated ion of composition C3H4N3 and charge +1 (ωB97M-V/def2-TZVPD).

Last column: natural (NBO) charge in e.
CARTESIAN COORDINATES (ANGSTROEM)
C: 0.191 -1.009 0.034  -0.23
C: -1.234 -1.083 -0.021  -0.27
C: 0.821 0.133 0.077  0.41
N: -1.756 0.085 -0.022  0.10
N: -1.903 1.192 0.007  0.12
N: 1.452 1.211 -0.015  -0.61
H: 0.776 -1.918 0.101  0.32
H: -1.808 -1.986 -0.056  0.29
H: 1.738 1.616 -0.912  0.44
H: 1.722 1.757 0.806  0.44

Output
- E_LUMO: -0.1762 hartree
- Charge: +1
- Kohn-Sham gap: 8.6369 eV


Q:
Entry from the Open Molecules 2025 dataset: an isolated ion of composition C3H4N3 and charge +1 (ωB97M-V/def2-TZVPD).

Last column: natural (NBO) charge in e.
CARTESIAN COORDINATES (ANGSTROEM)
H: -0.124 -1.313 2.514  0.33
N: -0.239 -0.282 2.430  -0.02
N: -0.072 -0.200 0.777  0.06
C: -0.474 0.918 0.046  -0.01
C: -0.180 0.621 -1.265  -0.26
C: 0.575 -0.658 -1.173  0.23
N: 0.563 -1.075 0.129  -0.19
H: -0.958 1.785 0.600  0.30
H: -0.324 1.287 -2.058  0.28
H: 1.235 -1.083 -1.998  0.28

Output
- E_LUMO (spin up / spin down): -0.2609 / -0.3262 hartree
- Charge: +1
- Kohn-Sham gap (spin up / spin down): 9.0850 / 7.2146 eV
- SMILES: [H]/N=[N+]1/C=CC=N1


According to the calculations, the structures order from most to least stable as P, Q.


P:
Entry from the Open Molecules 2025 dataset: a single C2H4O4S molecule (ωB97M-V/def2-TZVPD).

Last column: natural (NBO) charge in e.
CARTESIAN COORDINATES (ANGSTROEM)
O: 0.935 2.268 -0.005  -0.53
C: 0.430 1.521 -0.804  0.22
S: 0.606 -0.467 -0.283  1.75
O: 0.713 -1.248 -1.477  -0.95
O: 2.067 -0.268 0.190  -0.88
C: -0.281 -1.508 0.826  -0.28
O: -1.398 -1.891 0.191  -0.69
H: -0.437 1.710 -1.480  0.15
H: 2.209 0.696 0.653  0.54
H: -0.645 -0.902 1.753  0.17
H: -1.255 -2.153 -0.696  0.49

Output
- E_LUMO (spin up / spin down): -0.0296 / -0.0293 hartree
- Charge: 0
- Kohn-Sham gap (spin up / spin down): 7.0934 / 7.1158 eV
- SMILES: O=C[S@@](=O)(O)=CO


Q:
Entry from the Open Molecules 2025 dataset: a single C2H4O4S molecule (ωB97M-V/def2-TZVPD).

Last column: natural (NBO) charge in e.
CARTESIAN COORDINATES (ANGSTROEM)
C: 0.172 0.944 -0.075  -0.54
C: -2.226 -0.099 0.160  0.65
O: 0.726 -1.667 -0.598  -0.87
O: 2.516 -0.145 -0.231  -0.87
O: -1.966 -1.248 0.451  -0.65
O: -1.349 0.897 -0.025  -0.53
S: 1.102 -0.502 0.460  1.42
H: 0.306 1.820 0.739  0.20
H: -3.223 0.320 -0.036  0.13
H: -0.190 -1.968 -0.643  0.53
H: 2.547 0.555 -1.011  0.52

Output
- E_LUMO: 0.0072 hartree
- Charge: 0
- Kohn-Sham gap: 8.4055 eV


According to the calculations, the structures order from most to least stable as Q, P.


P:
Entry from the Open Molecules 2025 dataset: a 2-piece molecular cluster, C2H3ClN2O overall (ωB97M-V/def2-TZVPD).

Last column: natural (NBO) charge in e.
CARTESIAN COORDINATES (ANGSTROEM)
C: -1.101 0.202 0.108  0.07
C: 2.721 -0.906 0.528  0.84
N: -1.702 0.924 -0.806  -0.74
N: 1.725 -0.293 0.838  -0.83
O: 3.771 -1.307 0.353  -0.53
Cl: -2.226 -0.901 0.878  -0.04
H: -2.567 0.746 -1.153  0.38
H: -1.300 1.746 -1.330  0.42
H: 0.676 -0.211 0.584  0.43

Output
- E_LUMO: 0.0096 hartree
- Charge: 0
- Kohn-Sham gap: 10.0854 eV


Q:
Entry from the Open Molecules 2025 dataset: a 2-piece molecular cluster, C2H3ClN2O overall (ωB97M-V/def2-TZVPD).

Last column: natural (NBO) charge in e.
CARTESIAN COORDINATES (ANGSTROEM)
C: 0.667 -0.699 0.281  0.03
C: -0.971 1.056 0.847  0.87
N: 0.727 -0.962 -1.000  -0.75
N: -0.728 1.727 -0.111  -0.81
O: -1.273 0.324 1.674  -0.50
Cl: 0.076 -1.971 1.288  -0.04
H: 0.537 -1.827 -1.368  0.37
H: 1.302 -0.361 -1.473  0.40
H: -0.338 2.712 -0.137  0.43

Output
- E_LUMO: 0.0330 hartree
- Charge: 0
- Kohn-Sham gap: 9.4476 eV


According to the calculations, the structures order from most to least stable as P, Q.